P:
ORCA calculation (ωB97M-V/def2-TZVPD) on C9H14O as an isolated structure.

Output
E_LUMO (alpha / beta): 0.96 / -2.14 eV
Spin multiplicity: 3
E_HOMO (alpha / beta): -4.31 / -9.44 eV
Orbital gap (alpha / beta): 5.267 / 7.304 eV
Net charge: 0

CARTESIAN COORDINATES (ANGSTROEM)
1 O -1.3340 -0.9670 -0.7725
2 C 0.7775 -1.0380 -1.9757
3 C -1.3866 -1.1203 0.6393
4 C -0.0375 -0.4876 -0.7525
5 C -0.4965 2.2546 -0.8495
6 C 0.6272 0.0680 1.7324
7 C 0.8524 -2.1794 0.9640
8 C -0.0982 1.1406 -1.0631
9 C 0.1098 -0.8844 0.7273
10 C -0.8853 3.6050 -0.7604
11 H -2.0987 -0.2504 1.0827
12 H 1.7489 -0.6375 -1.9726
13 H 0.7408 -2.0966 -1.9949
14 H 0.4432 -0.6950 -2.8463
15 H 0.9859 -0.5004 2.5904
16 H -0.0877 0.7671 2.0678
17 H 0.5847 -2.5791 1.8276
18 H -0.5420 4.0150 -1.6620
19 H -0.2218 4.1222 -0.1581
20 H 1.4358 0.7353 1.5030
21 H -1.7795 -2.0181 0.9676
22 H 0.6094 -2.8863 0.1672
23 H -1.8443 3.7486 -0.5164
24 H 1.8966 -2.1163 1.0545

***

Q:
ORCA calculation (ωB97M-V/def2-TZVPD) on a 2-piece molecular cluster, C9H14O overall.

Output
E_LUMO (alpha / beta): 0.78 / -0.21 eV
Spin multiplicity: 3
E_HOMO (alpha / beta): -6.96 / -8.87 eV
Orbital gap (alpha / beta): 7.743 / 8.656 eV
Net charge: 0

CARTESIAN COORDINATES (ANGSTROEM)
1 O 0.6899 -2.1003 -0.0732
2 C -2.2420 -2.1503 0.4134
3 C 1.9673 1.4541 0.2590
4 C -2.2346 0.4352 -0.1353
5 C -2.4385 0.8667 -1.4179
6 C 3.2736 -0.6383 -0.2606
7 C 1.9156 -0.0278 0.0269
8 C -2.2461 -0.8902 0.1676
9 C -1.9761 1.4062 0.9885
10 C 0.8235 -0.7653 0.1086
11 H -0.9124 1.6304 1.0367
12 H 0.8124 -2.3438 -1.0000
13 H 3.1952 -1.7091 -0.4315
14 H -1.3243 -2.7278 0.3520
15 H 3.9447 -0.4635 0.5791
16 H -3.1240 -2.7041 0.7044
17 H 0.9797 1.9026 0.2836
18 H 3.7033 -0.1678 -1.1446
19 H -2.4289 1.9108 -1.6690
20 H -2.6068 0.1731 -2.2228
21 H 2.5455 1.9339 -0.5308
22 H -2.2677 0.9760 1.9432
23 H -2.5206 2.3314 0.8197
24 H 2.4713 1.6677 1.2029

***

Q ends up most stable, edging out the next structure by 3.718 eV.